Density functional theory data (ωB97M-V/def2-TZVPD) for 2 unconnected molecules or ions with the total composition C4H14N2O at a distorted geometry.

HOMO level   -0.31386 Ha
SMILES   CNC[C@@H](C)N.O
F_max   5.4 eV Å⁻¹
DFT total energy   -9400.6634 eV
Relative energy (zero: lowest compared OMol25 entry of this formula, charge and spin)   67.9 kcal per mole
Lowest unoccupied orbital energy   0.9 eV

Atoms and positions in Å:
1 O -2.781 -0.501 1.857
2 N -0.732 1.606 0.408
3 N 0.475 -1.304 0.421
4 C 0.229 -2.808 -0.040
5 C 0.132 -0.275 -0.696
6 C 0.561 1.074 -0.199
7 C 1.157 2.101 -1.206
8 H 1.350 0.874 0.528
9 H -1.182 2.322 -0.178
10 H 0.724 -2.955 -0.970
11 H -0.846 -2.743 0.039
12 H -2.106 -0.263 1.173
13 H 0.568 -3.388 0.856
14 H 0.899 -0.493 -1.532
15 H 1.231 3.168 -0.791
16 H 2.235 1.721 -1.511
17 H 1.277 -1.113 0.997
18 H -1.013 -0.451 -0.898
19 H -2.252 -1.053 2.538
20 H -0.457 2.202 1.233
21 H 0.531 2.280 -2.028